No. 1
The following is a quantum chemistry calculation of a cluster of 2 separate species, C3H10OS in total at a distorted geometry, from the OMol25 dataset.

## Properties
E_tot ... -593.681066 Ha
Structure (SMILES) ... CCSC.O
Energy relative to the best compared isomer or geometry (same formula, charge and spin) ... 94.7 kJ/mol
Orbital gap ... 9.0193 eV

Atoms and positions in Å:
C 0.013 -1.345 -1.177
C 0.506 -0.018 -0.626
S -0.952 0.954 -0.071
C -0.297 2.587 0.456
H -1.002 -1.546 -0.764
H 0.592 -2.132 -0.745
H -0.424 -1.213 -2.176
H 0.965 0.719 -1.328
H 1.247 -0.197 0.157
H 0.787 2.621 0.526
H -0.516 3.292 -0.372
H -0.817 2.927 1.351
H -0.029 -2.046 2.359
H -0.387 -2.501 0.944
O 0.312 -2.102 1.465

No. 2
The following is a quantum chemistry calculation of a cluster of 2 separate species, C3H10OS in total at a distorted geometry, from the OMol25 dataset.

## Properties
E_tot ... -593.651411 Ha
Structure (SMILES) ... CSC.CO
Energy relative to the best compared isomer or geometry (same formula, charge and spin) ... 172.5 kJ/mol
Orbital gap ... 9.4590 eV

Atoms and positions in Å:
C 0.865 -0.649 3.051
O 0.878 -0.347 1.632
H -0.248 -0.929 3.431
H 1.398 -1.570 3.358
H 1.148 0.309 3.667
H 0.039 -0.552 1.260
C -1.804 0.812 -1.554
S -0.519 -0.358 -0.852
C 0.806 0.061 -2.060
H -2.494 0.148 -1.932
H -1.280 1.186 -2.409
H -2.201 1.430 -0.751
H 0.787 -0.198 -3.120
H 1.013 1.126 -2.075
H 1.612 -0.469 -1.645

No. 3
The following is a quantum chemistry calculation of a cluster of 2 separate species, C3H10OS in total, from the OMol25 dataset.

## Properties
E_tot ... -593.698656 Ha
Structure (SMILES) ... CCSC.O
Energy relative to the best compared isomer or geometry (same formula, charge and spin) ... 48.5 kJ/mol
Orbital gap ... 9.1147 eV

Atoms and positions in Å:
C -2.351 -0.244 -2.365
C -1.281 0.409 -1.470
S -1.054 -0.414 0.115
C 0.539 -1.293 0.077
H -2.156 -0.175 -3.421
H -3.263 0.299 -2.165
H -2.454 -1.317 -2.159
H -1.558 1.429 -1.187
H -0.331 0.666 -1.949
H 0.511 -2.313 -0.294
H 1.308 -0.693 -0.402
H 0.762 -1.432 1.143
H 4.568 0.844 3.358
H 3.348 1.639 3.189
O 4.301 1.756 3.192

No. 4
The following is a quantum chemistry calculation of a cluster of 2 separate species, C3H10OS in total, from the OMol25 dataset.

## Properties
E_tot ... -593.700872 Ha
Structure (SMILES) ... CSC.CO
Energy relative to the best compared isomer or geometry (same formula, charge and spin) ... 42.7 kJ/mol
Orbital gap ... 9.7706 eV

Atoms and positions in Å:
O 2.003 -2.160 -0.203
C 3.132 -2.927 0.203
H 1.251 -2.775 -0.330
H 3.964 -2.216 0.340
H 3.425 -3.670 -0.558
H 2.957 -3.452 1.158
S -0.942 -3.300 -0.862
C -1.345 -1.967 0.280
C -0.634 -2.299 -2.326
H -1.569 -2.415 1.262
H -2.229 -1.400 -0.058
H -0.501 -1.267 0.396
H -1.530 -1.726 -2.619
H 0.198 -1.593 -2.165
H -0.364 -2.977 -3.153

No. 5
The following is a quantum chemistry calculation of a structure of composition C3H10OS2 at a distorted geometry, from the OMol25 dataset.

## Properties
2S+1 ... 2
E_tot ... -991.926941 Ha
Energy relative to the best compared isomer or geometry (same formula, charge and spin) ... 2.5 kJ/mol
⟨S²⟩ ... 0.755
Total charge ... -1
Orbital gap (spin up / spin down) ... 6.2321 / 7.2278 eV

Atoms and positions in Å:
C 0.523 -2.241 1.989
C -0.329 -0.991 1.988
S -1.120 -0.659 0.406
S 1.173 0.380 -0.609
C 0.653 2.009 -0.118
H 0.882 -2.476 2.982
H 1.365 -2.032 1.333
H -0.012 -3.056 1.518
H -1.132 -1.045 2.719
H 0.337 -0.187 2.293
H 0.863 2.202 0.944
H 1.239 2.779 -0.656
H -0.391 2.323 -0.265
H -1.485 1.528 -2.523
H -0.099 0.942 -2.654
O -0.863 1.210 -3.202

No. 6
The following is a quantum chemistry calculation of a cluster of 2 separate species, C3H10OS2 in total at a distorted geometry, from the OMol25 dataset.

## Properties
E_tot ... -991.833861 Ha
Structure (SMILES) ... CCSSC.O
Energy relative to the best compared isomer or geometry (same formula, charge and spin) ... 204.2 kJ/mol
Orbital gap ... 7.6171 eV

Atoms and positions in Å:
C -0.153 0.969 -2.752
C -0.614 -0.279 -2.040
S -1.261 -0.125 -0.465
S 1.201 0.225 0.322
C 1.130 -1.319 0.955
H 0.148 0.751 -3.856
H 0.777 1.357 -2.314
H -0.940 1.817 -2.687
H -1.506 -0.591 -2.604
H 0.122 -1.121 -1.978
H 1.004 -2.129 0.271
H 1.969 -1.498 1.592
H 0.346 -1.435 1.654
H -0.999 0.206 3.094
H 0.169 1.022 2.986
O -0.289 0.473 3.643

No. 7
The following is a quantum chemistry calculation of a cluster of 2 separate species, C3H10S in total at a distorted geometry, from the OMol25 dataset.

## Properties
E_tot ... -518.453913 Ha
Structure (SMILES) ... CCC.S
Energy relative to the best compared isomer or geometry (same formula, charge and spin) ... 47.0 kJ/mol
Orbital gap ... 10.7456 eV

Atoms and positions in Å:
S -3.884 -2.110 -5.254
H -3.112 -1.116 -5.708
H -2.783 -2.750 -4.846
C 2.216 0.418 1.139
C 0.687 0.264 0.955
C -0.194 0.878 2.047
H 2.455 1.134 1.916
H 2.629 0.714 0.186
H 2.611 -0.501 1.548
H 0.413 -0.797 0.978
H 0.368 0.580 -0.027
H 0.318 1.481 2.803
H -0.901 1.622 1.665
H -0.823 0.185 2.599

No. 8
The following is a quantum chemistry calculation of a cluster of 2 separate species, C3H10S in total at a distorted geometry, from the OMol25 dataset.

## Properties
E_tot ... -518.435272 Ha
Structure (SMILES) ... CSC.C
Energy relative to the best compared isomer or geometry (same formula, charge and spin) ... 95.9 kJ/mol
Orbital gap ... 9.4152 eV

Atoms and positions in Å:
C -2.726 0.062 0.207
H -3.465 -0.727 0.488
H -1.824 -0.273 -0.334
H -2.271 0.356 1.230
H -3.289 0.734 -0.492
C 0.898 0.007 -1.297
S 0.483 0.222 0.418
C 2.083 -0.017 1.032
H -0.044 0.399 -1.822
H 1.041 -1.095 -1.488
H 1.760 0.526 -1.654
H 2.838 -0.432 0.340
H 2.449 0.949 1.438
H 2.068 -0.712 1.934

No. 9
The following is a quantum chemistry calculation of a cluster of 2 separate species, C3H10S in total at a distorted geometry, from the OMol25 dataset.

## Properties
E_tot ... -518.459983 Ha
Structure (SMILES) ... CCC.S
Energy relative to the best compared isomer or geometry (same formula, charge and spin) ... 31.0 kJ/mol
Orbital gap ... 10.6237 eV

Atoms and positions in Å:
S -1.976 1.039 4.188
H -1.664 1.293 2.903
H -2.199 2.351 4.381
C -0.379 -1.096 -1.732
C 0.393 -0.678 -0.444
C 1.433 0.398 -0.812
H -1.237 -1.700 -1.451
H 0.375 -1.494 -2.400
H -0.746 -0.184 -2.211
H 0.997 -1.557 -0.189
H -0.151 -0.415 0.458
H 2.235 0.414 -0.069
H 1.887 0.216 -1.782
H 1.034 1.414 -0.840

No. 10
The following is a quantum chemistry calculation of a cluster of 2 separate species, C3H10S2 in total, from the OMol25 dataset.

## Properties
E_tot ... -916.648630 Ha
Structure (SMILES) ... CSC.CS
Energy relative to the best compared isomer or geometry (same formula, charge and spin) ... 40.2 kJ/mol
Orbital gap ... 9.1848 eV

Atoms and positions in Å:
C 0.939 -0.390 0.134
S 2.714 -0.089 0.289
C 3.195 -0.348 -1.430
H 0.762 -1.462 0.054
H 0.535 0.151 -0.715
H 0.427 -0.046 1.029
H 4.258 -0.581 -1.467
H 2.679 -1.219 -1.833
H 3.005 0.535 -2.038
C -3.843 -0.529 0.269
S -2.656 0.852 0.268
H -4.105 -0.699 -0.771
H -3.383 -1.414 0.700
H -4.742 -0.287 0.830
H -2.388 0.853 1.584

No. 11
The following is a quantum chemistry calculation of a cluster of 2 separate species, C3H10S2 in total, from the OMol25 dataset.

## Properties
E_tot ... -916.653340 Ha
Structure (SMILES) ... CCC.SS
Energy relative to the best compared isomer or geometry (same formula, charge and spin) ... 27.9 kJ/mol
Orbital gap ... 10.0489 eV

Atoms and positions in Å:
S -2.104 -3.706 -0.432
S -0.334 -2.731 -0.784
H -1.801 -4.879 -1.013
H -0.680 -2.085 -1.893
C 2.519 4.836 0.307
C 1.111 4.296 0.548
C 1.017 3.447 1.814
H 2.733 5.723 0.897
H 2.656 5.121 -0.741
H 3.285 4.090 0.554
H 0.830 3.707 -0.324
H 0.436 5.148 0.618
H 0.074 3.512 2.344
H 1.252 2.411 1.581
H 1.795 3.681 2.550

No. 12
The following is a quantum chemistry calculation of a cluster of 2 separate species, C3H10S2 in total at a distorted geometry, from the OMol25 dataset.

## Properties
E_tot ... -916.628025 Ha
Structure (SMILES) ... CCC.SS
Energy relative to the best compared isomer or geometry (same formula, charge and spin) ... 94.3 kJ/mol
Orbital gap ... 9.2152 eV

Atoms and positions in Å:
S -2.320 -0.665 -0.627
S -2.620 1.380 -0.651
H -2.485 -0.782 0.751
H -3.498 1.434 -1.697
C 1.490 -1.157 -0.341
C 1.019 0.332 -0.302
C 0.320 0.626 1.104
H 2.232 -1.321 0.455
H 2.188 -1.398 -1.220
H 0.704 -1.885 -0.171
H 0.414 0.622 -1.151
H 1.847 0.995 -0.386
H -0.152 1.522 1.227
H -0.223 -0.280 1.243
H 1.084 0.578 1.767

No. 13
The following is a quantum chemistry calculation of a cluster of 2 separate species, C3H10S2 in total at a distorted geometry, from the OMol25 dataset.

## Properties
E_tot ... -916.636441 Ha
Structure (SMILES) ... CSC.CS
Energy relative to the best compared isomer or geometry (same formula, charge and spin) ... 72.2 kJ/mol
Orbital gap ... 9.5778 eV

Atoms and positions in Å:
C 3.345 0.805 -0.156
S 2.868 -0.645 0.801
H 2.587 1.577 -0.278
H 4.129 1.346 0.380
H 3.788 0.531 -1.111
H 1.517 -0.514 0.773
C -2.405 -1.624 -0.469
S -1.217 -0.833 0.765
C -1.711 0.939 0.433
H -3.426 -1.493 -0.141
H -2.006 -2.630 -0.522
H -2.197 -1.088 -1.387
H -0.856 1.549 0.701
H -1.732 0.957 -0.656
H -2.684 1.122 0.866

No. 14
The following is a quantum chemistry calculation of a cluster of 2 separate species, C3H10S2 in total, from the OMol25 dataset.

## Properties
E_tot ... -916.644452 Ha
Structure (SMILES) ... CSC.CS
Energy relative to the best compared isomer or geometry (same formula, charge and spin) ... 51.2 kJ/mol
Orbital gap ... 9.4647 eV

Atoms and positions in Å:
C 0.152 1.572 0.819
S -0.092 3.236 1.456
H 1.088 1.498 0.266
H 0.163 0.823 1.587
H -0.649 1.328 0.123
H -1.129 2.915 2.238
C -0.194 -0.997 -1.976
S 0.734 -2.069 -0.833
C -0.542 -2.969 0.056
H -1.005 -1.508 -2.485
H 0.545 -0.760 -2.731
H -0.472 -0.098 -1.446
H -0.844 -2.479 0.984
H -1.401 -3.105 -0.601
H -0.190 -3.987 0.247

No. 15
The following is a quantum chemistry calculation of a cluster of 2 separate species, C3H10S2 in total at a distorted geometry, from the OMol25 dataset.

## Properties
E_tot ... -916.641313 Ha
Structure (SMILES) ... CSS.CC
Energy relative to the best compared isomer or geometry (same formula, charge and spin) ... 59.4 kJ/mol
Orbital gap ... 9.6009 eV

Atoms and positions in Å:
C -1.350 1.613 3.391
C -1.013 1.248 1.951
H -1.771 0.733 3.868
H -2.015 2.471 3.509
H -0.473 1.947 3.940
H -1.673 1.585 1.148
H -0.045 1.711 1.717
H -0.860 0.201 1.679
C 1.118 -1.965 -3.911
S 2.279 -0.868 -3.148
S 2.246 -1.273 -1.201
H 1.501 -2.977 -4.037
H 0.753 -1.630 -4.886
H 0.157 -2.053 -3.391
H 1.147 -0.742 -0.629

No. 16
The following is a quantum chemistry calculation of a cluster of 2 separate species, C3H10S2 in total at a distorted geometry, from the OMol25 dataset.

## Properties
2S+1 ... 2
E_tot ... -916.322211 Ha
Energy relative to the best compared isomer or geometry (same formula, charge and spin) ... 59.6 kJ/mol
⟨S²⟩ ... 0.755
Total charge ... +1
Orbital gap (spin up / spin down) ... 10.1561 / 4.2687 eV

Atoms and positions in Å:
C 2.494 1.495 -1.247
S 2.193 -0.091 -0.395
H 3.432 1.427 -1.794
H 1.734 1.717 -1.992
H 2.467 2.408 -0.650
H 2.318 0.414 0.867
C -2.569 0.130 -0.685
S -1.654 -1.001 0.472
C -1.226 0.221 1.763
H -3.536 -0.334 -0.891
H -2.064 0.441 -1.594
H -2.781 0.995 -0.078
H -1.478 1.167 1.305
H -1.828 0.083 2.666
H -0.199 0.361 2.097

No. 17
The following is a quantum chemistry calculation of a cluster of 2 separate species, C3H10SSi in total at a distorted geometry, from the OMol25 dataset.

## Properties
E_tot ... -807.809940 Ha
Energy relative to the best compared isomer or geometry (same formula, charge and spin) ... 353.2 kJ/mol
Orbital gap (spin up / spin down) ... 8.5029 / 7.9985 eV

Atoms and positions in Å:
C -0.203 -2.351 -0.514
C 0.671 1.570 0.848
C -1.458 0.161 -0.824
Si 0.257 0.921 -0.876
S -2.726 0.224 0.514
H 0.519 -2.104 0.246
H -1.203 -2.886 -0.140
H 0.054 -2.404 -1.513
H 0.044 2.373 1.262
H 0.950 0.789 1.601
H 1.694 2.003 0.913
H -1.801 -0.470 -1.601
H 0.347 1.794 -1.958
H 1.204 -0.248 -0.906
H -1.803 0.729 1.399

No. 18
The following is a quantum chemistry calculation of a structure of composition C3H10Si2 at a distorted geometry, from the OMol25 dataset.

## Properties
E_tot ... -699.156428 Ha
Energy relative to the best compared isomer or geometry (same formula, charge and spin) ... 163.2 kJ/mol
Orbital gap ... 6.6621 eV

Atoms and positions in Å:
C -0.222 -1.375 0.782
C -1.554 1.049 0.815
C 2.003 0.594 -0.824
Si -1.961 -0.707 0.071
Si 0.928 -0.861 -0.464
H -0.046 -1.032 1.777
H -0.433 -2.485 0.729
H -1.937 1.714 0.032
H -2.176 1.285 1.640
H -0.497 1.529 1.032
H 3.030 0.468 -0.422
H 1.992 0.725 -1.919
H 1.649 1.537 -0.497
H 0.701 -1.951 -1.472
H -1.478 -0.491 -1.281

No. 19
The following is a quantum chemistry calculation of a cluster of 2 separate species, C3H11BN2O in total at a distorted geometry, from the OMol25 dataset.

## Properties
E_tot ... -330.344658 Ha
Energy relative to the best compared isomer or geometry (same formula, charge and spin) ... 646.9 kJ/mol
Orbital gap (spin up / spin down) ... 8.5439 / 6.3077 eV

Atoms and positions in Å:
B 0.210 -0.318 0.665
C 0.147 3.274 -0.734
C -0.451 -1.577 -1.446
C 0.338 -2.425 1.905
N 0.281 2.736 0.609
N -0.127 -0.345 -0.664
O 0.305 -0.957 1.767
H -0.084 4.327 -0.736
H 1.159 3.319 -1.356
H -0.711 2.774 -1.236
H -0.099 -2.425 -0.982
H -1.526 -1.913 -1.626
H 0.031 -1.594 -2.316
H 1.290 -2.520 2.319
H 0.017 -3.056 1.148
H -0.381 -2.451 2.796
H -0.456 2.822 1.274
H 0.058 0.327 -1.388

No. 20
The following is a quantum chemistry calculation of a cluster of 2 separate species, C3H11BN3O3 in total at a distorted geometry, from the OMol25 dataset.

## Properties
E_tot ... -535.410218 Ha
Total charge ... +1
Orbital gap ... 7.8766 eV

Atoms and positions in Å:
C 2.078 -1.631 0.104
C 1.085 -1.380 -1.000
O 1.357 -1.737 -2.132
N -0.146 -0.709 -0.749
C -0.202 0.280 0.312
B -1.366 -1.465 -0.988
O -2.099 -1.986 0.096
N -1.563 -3.287 0.436
O -1.660 -3.503 1.558
H 2.191 -2.702 0.192
H 3.033 -1.256 -0.225
H 1.822 -1.242 1.077
H -0.245 1.268 -0.153
H 0.626 0.251 1.001
H -1.110 0.196 0.899
H -1.828 -1.569 -2.078
N -0.395 4.095 0.330
H -1.252 3.666 -0.027
H -0.581 5.068 0.588
H -0.073 3.578 1.152
H 0.327 4.066 -0.394